The following is a DFT calculation (wB97M-V/def2-TZVPD) of C31H50MoN4O8P as an isolated structure.

XYZ file:
```
95
Properties=species:S:1:pos:R:3:forces:R:3:mulliken_spin:R:1
O 0.005518 -4.131566 0.140360 0.0 0.0 0.0 0.02
H -0.189592 2.407103 -5.582299 0.0 0.1 0.0 0.00
H -5.126260 2.600169 -4.797127 0.0 0.0 0.0 0.00
H -2.778976 0.516425 -0.947405 0.0 0.0 0.0 0.00
O -0.998908 0.484421 0.937735 0.1 0.2 -0.4 0.01
Mo 0.664405 -0.126898 -0.219632 -0.4 -0.1 0.5 1.18
H 5.246342 0.674446 1.113041 0.0 0.0 0.0 0.00
C 0.312740 -3.059236 -0.288215 -0.1 0.0 0.0 0.00
C -1.381201 0.019384 2.037148 0.0 0.0 0.3 0.00
C 3.075900 1.887042 2.160434 0.1 0.1 0.0 0.01
H -5.875752 0.373812 -3.942907 0.0 0.0 0.0 0.00
H -3.106411 -0.278644 -7.266168 0.0 0.0 0.0 0.00
H -2.329759 2.903952 -1.629122 0.0 -0.1 0.0 0.00
H 0.403858 4.660331 -4.243609 0.0 0.0 0.0 0.00
H 3.095263 -1.571483 2.354431 0.1 0.0 0.0 0.00
N -0.546034 -0.579100 2.864692 0.0 -0.1 0.1 0.01
H 0.402560 -0.777882 2.561558 -0.2 0.0 0.1 0.00
H 0.612323 6.762513 -2.313711 0.0 0.0 0.0 0.00
H 2.944298 2.610354 1.355757 0.0 0.0 0.0 0.00
P -0.974193 1.592044 -2.841599 0.1 -0.1 0.1 0.00
C -2.654265 2.148659 -2.359535 0.1 0.0 0.0 0.00
C -2.201306 -0.194499 -6.664520 0.1 0.0 0.0 0.00
H -0.378056 -1.383943 -4.916385 0.0 0.0 0.0 0.01
C 3.169806 0.469286 1.603171 -0.2 0.1 0.0 0.00
C 2.124308 -1.101274 -2.949319 0.0 0.1 0.0 0.01
C 3.281417 -0.562709 2.727076 0.0 0.0 0.0 0.00
H -1.317997 -1.186384 -3.453518 0.0 0.0 0.0 0.00
H -0.389568 6.352531 -0.941742 0.0 0.0 0.0 0.00
C -3.453366 1.094683 -1.576589 0.0 0.0 0.0 0.00
H 4.285898 -0.536784 3.148124 0.0 0.0 0.0 0.00
C 1.006220 -2.799596 -1.588714 0.0 0.0 -0.1 0.03
H -1.381642 6.175567 -3.398193 0.0 0.0 0.0 0.00
H -0.882686 -1.005558 3.712836 0.0 0.0 0.0 0.00
H -1.638400 1.727214 -7.480493 0.0 0.0 0.0 0.00
N 1.320419 -4.017043 -5.086067 0.3 0.0 0.2 -0.01
H -1.833260 4.999145 -2.196338 0.0 0.0 0.0 0.00
H -3.106583 -0.466728 3.238976 0.0 0.0 0.0 0.00
C 0.438100 3.484337 -1.387233 0.1 -0.1 0.1 0.01
H 1.528496 5.094677 -0.442464 0.0 0.0 0.0 0.00
C -1.789115 1.266142 -6.503838 0.0 0.1 0.0 0.00
N 1.941054 0.189857 0.875131 -0.4 -0.1 -0.5 0.03
C 1.461619 -3.158225 -3.899233 -0.1 0.0 0.1 0.09
C -0.549095 0.649554 -4.346085 0.1 0.1 0.1 0.00
H -3.860626 1.404876 -4.915870 -0.2 0.1 0.2 0.00
H -2.956165 3.516178 -4.048120 -0.1 0.0 0.0 0.00
H -3.438090 0.018181 1.559587 0.0 0.0 0.0 0.00
C -2.403138 -0.856866 -5.307893 -0.1 0.1 0.0 0.00
H 3.993788 2.129390 2.694916 0.0 0.0 0.0 0.00
H -4.171106 3.564084 -2.800643 0.0 0.0 0.0 0.00
C -4.455185 1.978071 -4.202913 0.0 -0.1 -0.1 0.00
C -0.429120 4.267137 -3.656409 0.1 -0.1 -0.1 0.00
C 0.094995 3.059267 -2.828090 0.0 0.1 -0.1 -0.01
O 0.003356 -1.904953 0.345427 0.2 0.1 -0.1 0.00
C -3.543665 2.882660 -3.384240 0.0 0.1 0.0 0.00
C 2.046681 -1.931696 -4.070239 0.0 0.1 0.1 -0.02
H 2.403723 -1.607741 -5.038012 0.0 0.0 0.0 0.01
H 2.241130 1.980660 2.853733 -0.1 0.0 0.0 0.00
C 0.914089 -3.619397 -2.675249 0.0 0.2 0.1 0.06
C 1.633542 -1.527977 -1.691674 0.1 0.2 0.2 0.11
C -2.813090 0.197550 2.430652 0.1 0.0 0.0 0.00
C -4.302109 0.190181 -2.460764 0.1 -0.1 0.1 0.00
O 0.983938 -5.162891 -4.896037 -0.2 -0.2 0.0 0.01
C -0.497686 1.372224 -5.701562 0.0 -0.1 0.0 0.00
O -0.493226 0.664903 -1.692199 -0.1 0.1 -0.1 -0.02
H -3.243253 -0.381766 -4.797168 0.1 -0.1 -0.2 0.00
H 0.414875 -4.575761 -2.620957 0.0 0.0 0.0 0.00
C -1.148723 -0.763353 -4.449751 0.0 0.0 0.1 -0.02
O 1.579554 -3.521728 -6.160155 -0.1 0.1 -0.3 0.02
C -0.984567 5.377778 -2.770924 0.0 0.0 0.0 0.00
H 1.112076 2.744546 -0.940825 -0.1 0.1 -0.1 0.00
H -1.179112 3.963253 -4.385375 0.1 0.0 0.0 0.00
H 2.580199 -0.348270 3.535023 0.0 0.0 0.0 0.00
H -4.869171 -0.500604 -1.833673 0.0 0.0 0.0 0.00
H -4.116852 1.648654 -0.903350 0.0 0.0 0.0 0.00
C 0.090029 5.936312 -1.829583 0.0 0.0 0.0 0.00
H -2.674602 -1.907551 -5.427431 0.0 0.0 0.0 0.00
C 1.100638 4.858381 -1.416611 0.0 0.0 0.0 0.00
H 0.500897 0.515865 -4.040868 -0.2 0.0 -0.1 0.02
H -5.914003 1.584820 -2.674512 0.0 0.0 0.0 0.00
H 1.029123 2.702241 -3.278242 0.0 0.0 0.0 0.00
O 2.386451 0.926127 -1.988182 0.0 0.1 0.0 0.08
H -2.590064 1.833367 -6.013658 0.3 0.0 -0.2 0.00
N 2.562496 0.220229 -3.028780 0.0 -0.1 0.0 0.05
H 2.237439 -1.182726 -0.825484 0.6 -0.5 -0.2 0.08
H 0.304047 0.892263 -6.272630 0.0 0.0 0.0 0.00
H -1.410732 -0.722060 -7.208109 0.0 0.0 0.0 0.00
H -3.652922 -0.428308 -3.092319 -0.1 0.1 0.3 0.00
H -2.961544 1.229604 2.748249 0.0 0.0 0.0 0.00
H -0.456964 3.533693 -0.756317 0.0 0.0 0.0 0.00
H 4.166420 0.943134 -0.267750 0.0 0.0 0.0 0.00
C 4.333535 0.338362 0.623383 0.0 0.0 -0.1 0.00
O 3.033422 0.677861 -4.065044 0.0 0.0 0.1 0.20
H 4.475093 -0.699867 0.320715 0.0 0.0 0.0 0.00
H 1.935806 4.824015 -2.120387 0.0 0.0 0.0 0.00
C -5.244517 1.015357 -3.327833 0.0 0.0 0.1 0.00
```
Forces are in eV/Å.

Spin multiplicity: 3
Gap between HOMO and LUMO (spin up / spin down): 0.2160 / 0.3138 hartree
Net charge: +1

The following is a DFT calculation (wB97M-V/def2-TZVPD) of a 7-piece molecular cluster, C41H81NO15S overall.

XYZ file:
```
139
Properties=species:S:1:pos:R:3:forces:R:3:mulliken_charge:R:1
O 6.195198 -2.259744 -3.771934 -6.1 0.2 1.1 -0.70
H 0.170396 -1.262166 -1.682816 0.3 -1.6 -2.0 0.19
H 2.655558 -6.764582 -1.743880 1.5 1.8 -1.0 0.24
C 0.153090 5.797691 2.437017 0.1 0.6 -0.1 -0.56
C 0.265999 -1.829108 -2.727899 0.3 1.9 -0.6 -0.81
H -3.557984 -2.182408 -0.728794 2.2 0.2 -1.3 0.02
O 3.999812 0.002149 -5.109635 0.3 -0.1 2.8 -0.53
H 7.304833 -2.971389 1.961214 -1.2 0.9 -1.8 0.31
H -7.339631 -7.099832 -3.135597 -0.1 0.0 -0.1 0.27
H -6.759314 -5.631721 -4.965799 0.0 0.0 0.1 0.35
H 3.915007 -5.465287 -1.217751 -1.3 -0.7 -2.3 0.25
O 0.500869 5.645354 7.849500 -0.2 0.2 0.2 -0.38
H 3.789486 0.996622 -5.067077 0.4 -1.8 0.3 0.33
C 0.964406 4.643195 2.965826 0.4 -0.4 -0.2 -0.56
C 2.456008 -2.829739 -0.641733 1.4 -0.2 0.4 -0.36
C -1.969404 -2.760900 -2.412879 -5.0 -1.7 -4.2 0.33
C 6.514325 -0.925980 1.057572 -0.3 -2.2 0.4 -0.17
H 2.752877 5.891272 -6.518344 0.1 0.0 0.0 0.25
H -6.453180 0.684789 -1.671890 -0.1 0.0 0.0 0.29
H 4.959538 -1.039250 -1.256981 0.4 1.9 -1.0 -0.23
C 2.146754 -4.710948 -2.602797 0.4 0.1 -1.1 -0.79
H -3.237330 2.838280 3.958167 -0.1 0.1 0.0 -0.01
H -0.544709 7.069656 6.803931 -0.1 0.0 -0.1 0.22
H 4.381466 5.268589 -4.031994 -0.1 0.0 0.0 0.27
H -8.037929 -0.835544 0.432816 0.0 0.1 -0.1 0.29
C -0.751720 6.157495 7.374142 0.2 0.0 -0.4 -0.11
C 0.579030 5.872585 9.263496 0.3 -0.3 0.0 -0.47
H 6.020943 -7.747047 -3.103595 -0.7 2.3 0.7 0.22
H 5.686308 -3.164166 1.012029 1.8 1.2 0.1 0.15
C 6.395313 0.668817 -0.793345 -0.6 0.7 1.0 -0.58
H -4.654580 3.230626 2.959276 0.0 -0.1 0.0 0.31
C -6.944965 -5.154192 -4.000408 -0.4 0.2 -0.4 -0.58
H 1.982187 4.917142 3.254882 -0.1 -0.1 0.0 0.35
C -5.024551 0.581990 4.636567 -0.1 -0.3 -0.3 -0.48
H 0.370795 4.729614 5.046531 0.1 -0.1 0.0 0.04
O -1.241736 4.459814 3.804742 0.2 0.1 -0.2 -0.25
H 3.840428 -7.195516 -4.037059 0.5 1.8 1.4 0.37
H -4.717105 3.736049 5.645187 0.0 -0.1 -0.1 0.35
C -1.595674 6.454124 8.594396 -0.6 -0.2 0.0 -0.58
C 1.843310 -2.065357 -3.184742 -0.6 0.1 -0.2 -0.47
H 0.398826 -4.488032 1.601522 0.9 1.8 -1.7 0.30
C 5.057726 0.088553 -1.548872 -0.9 0.6 2.0 0.51
H -1.219370 5.427754 6.707456 0.1 0.0 0.0 0.08
C 0.124860 4.175162 4.134318 -0.1 0.0 0.5 -0.22
H -1.772294 -2.246944 -0.090274 -1.2 0.3 -2.2 0.15
O 1.906800 -4.004492 0.097966 -0.7 2.7 0.1 -0.36
C -6.190933 -4.713171 -1.820464 -0.1 0.2 0.3 -0.05
H -7.536704 -4.247492 -4.173840 0.0 -0.1 0.0 0.26
C 2.657486 -3.151776 -2.271452 -2.5 -1.5 1.3 1.13
H 6.558072 -5.392044 -4.355133 0.4 -0.2 1.4 0.29
H -6.565869 -3.708934 -1.596199 0.1 0.1 0.0 -0.02
H 0.339546 6.691008 3.044715 0.0 -0.1 -0.1 0.26
H 2.333903 -0.022359 -2.124029 0.7 -1.1 -1.8 0.06
H 0.464778 4.905321 9.764206 0.0 0.0 0.1 0.26
O 4.274380 -2.961403 -5.194532 -0.7 2.4 5.1 -0.68
C 4.238597 -6.270311 -3.426431 0.9 0.1 0.8 -0.10
H -0.210399 -3.765634 -0.029413 1.6 0.6 1.8 0.04
C 0.653271 -3.659284 0.787474 -1.2 -1.1 -0.3 -0.37
H 5.356316 -0.720698 1.109497 2.2 -0.1 -0.4 0.17
H 2.059156 -4.790278 -3.790826 0.2 0.3 2.5 0.42
C 3.640827 5.469695 -6.032653 -0.2 0.4 -0.5 -0.55
H 5.747287 -6.595349 -1.637263 0.1 0.2 -2.4 0.29
H -2.331753 7.243387 8.421970 0.1 -0.1 0.0 0.37
H 0.241246 3.106301 4.333517 -0.1 0.1 0.0 0.28
H -6.145098 3.087710 4.815661 0.1 0.0 0.0 0.27
H -0.891969 6.698402 10.652576 0.1 0.0 -0.1 0.33
C 3.419997 5.394445 -4.543927 0.3 0.2 0.6 -0.57
H -1.615125 4.719277 1.802666 0.0 0.1 -0.1 0.30
C -1.264336 5.313958 2.652764 -0.4 -0.2 -0.1 -0.47
C -2.442711 -2.002631 -1.038905 1.3 0.8 0.5 -0.20
C 2.514843 -0.532997 -3.160341 -1.4 -0.3 -0.5 -0.65
O 7.172992 -0.426970 -0.160619 -1.9 1.4 0.3 -0.40
H -2.292949 -0.832781 -1.222975 -0.5 -2.5 0.3 0.26
H -4.964436 -5.625060 -3.332580 0.0 0.1 0.0 0.23
C -6.460205 0.427793 1.144428 0.2 0.5 0.3 -0.01
H 6.982469 -0.549757 2.064062 -0.6 -0.3 -2.1 0.33
H -5.443693 -1.479546 1.288385 0.0 0.0 0.1 0.29
H -7.127841 -0.957113 -1.768365 0.2 0.0 0.0 0.26
H 7.306462 -2.936628 0.064210 -1.3 1.1 2.1 0.19
H -0.232859 7.851855 9.477172 0.0 -0.1 0.1 0.26
H -4.018012 1.505428 6.296830 -0.1 0.0 0.0 0.25
H 4.373065 -5.385789 -4.197655 -0.4 -1.7 1.7 0.03
O 4.973685 0.381792 -2.984633 -1.2 -2.8 0.2 -0.47
C 2.595131 4.133174 -4.409550 -0.4 -0.2 0.1 -0.31
H 0.365873 6.043423 1.393535 -0.1 0.0 0.1 0.32
H 4.126633 0.637686 -1.042483 1.9 -1.1 -1.0 0.08
H 4.506097 6.072842 -6.319073 -0.1 -0.1 0.0 0.33
C -7.662290 -6.059073 -3.022705 -0.1 -0.4 0.2 -0.49
H 1.526739 4.343477 -4.529318 0.0 0.0 0.1 0.27
H 0.668520 -2.608184 1.307711 0.0 -1.9 -1.1 0.24
O 2.991508 3.261485 -5.477387 0.1 0.1 0.2 -0.34
H -4.347567 -0.102093 1.040917 -0.1 -0.1 -0.1 0.27
H 7.051027 1.379859 -1.469758 -1.1 -2.0 1.2 0.27
H 1.862489 -1.841725 -0.440626 0.8 -2.0 -0.5 0.43
C -5.096435 2.889474 5.067347 -0.4 0.5 -0.1 -0.57
H 1.560904 6.282774 9.516737 -0.1 -0.1 -0.1 0.26
O -7.290894 -5.626538 -1.706570 0.1 0.1 -0.3 -0.45
H 2.746775 3.632599 -3.449280 0.0 -0.1 -0.1 0.21
H 2.923433 6.274824 -4.128190 0.0 -0.1 0.0 0.34
C -5.688486 -4.806458 -3.244713 0.6 0.0 -0.1 -0.26
N 6.851997 -5.766915 -3.425893 -0.9 0.0 1.0 -0.64
H 7.164391 -5.012321 -2.770202 -0.7 -0.8 -1.3 0.27
H -5.421448 -4.970251 -1.086799 -0.1 0.0 0.0 0.23
H 3.537371 -2.656189 -0.165682 -2.2 -0.3 -1.2 -0.48
H -5.208426 -3.886890 -3.588881 0.0 -0.2 0.1 0.22
S 4.617784 -2.297636 -3.834323 7.7 -3.6 -4.6 1.27
H 1.075952 -4.938430 -2.190762 2.2 0.7 -0.5 0.26
C -4.302536 2.633558 3.805009 0.5 0.1 -0.2 -0.08
O -4.440518 1.238250 3.502832 -0.1 0.0 0.3 -0.35
H -6.800440 0.313535 2.176756 0.1 0.0 -0.2 0.02
O -2.951179 -3.136559 -3.264155 6.7 2.2 5.4 -0.54
C 4.058424 -0.513927 -3.701047 -2.1 3.5 -1.0 0.59
H -5.774563 1.398779 6.519569 0.1 0.0 -0.1 0.34
H 4.826144 3.676529 -6.300123 0.0 0.1 -0.1 0.28
H -8.240224 0.858521 -0.053851 0.1 -0.1 0.0 0.36
O -5.407602 -0.739513 -0.626320 -0.3 0.1 0.1 -0.34
C -4.984721 1.568298 5.783411 0.2 -0.2 0.6 -0.58
O 4.115727 -3.184112 -2.475271 -0.6 2.7 -2.4 0.06
O -0.578959 -3.026666 -2.833308 -2.2 1.9 1.7 -0.25
H 6.024758 1.350876 0.113588 0.6 -1.3 -2.1 0.26
H -1.967221 6.135714 2.817478 0.0 -0.1 0.1 0.29
C 6.704365 -2.586143 1.029543 0.4 -0.4 -0.2 -0.73
C -6.660191 -0.227372 -1.101678 0.1 0.0 -0.4 -0.50
H 1.776162 -2.492850 -4.297848 0.4 1.1 2.4 0.55
H 1.857980 0.083309 -3.943752 1.7 -1.2 1.7 0.42
H -0.167146 -1.050622 -3.522924 1.0 -1.6 1.6 0.43
H -2.129458 5.549323 8.908637 0.0 0.1 -0.1 0.27
H 1.023506 3.853091 2.207816 0.0 0.1 0.1 0.24
C -5.329441 -0.512282 0.787675 0.4 -0.3 0.1 -0.40
H 3.456858 3.803094 -7.426686 0.0 -0.1 0.2 0.31
H -8.749513 -6.016995 -3.131637 0.1 0.0 0.1 0.29
H -4.472782 -0.336958 4.854622 0.0 0.1 -0.1 0.26
C 5.750568 -6.621892 -2.815456 -0.1 -1.2 -0.8 -0.49
C 3.788483 4.010568 -6.405196 0.3 -0.3 -0.3 -0.46
C -7.504145 0.069257 0.118575 -0.6 -0.3 0.0 -0.68
H -6.141330 1.466988 1.001351 0.0 -0.1 0.1 0.15
H -6.054677 0.317357 4.375469 0.0 -0.1 0.1 0.28
C 3.284172 -5.844076 -2.157734 -1.2 0.1 0.3 -0.70
C -0.551734 6.812660 9.620249 0.2 0.5 0.4 -0.53
```
Forces are in eV/Å.

Spin multiplicity: 1
Gap between HOMO and LUMO: 0.2905 hartree
SMILES: CCOCCO[C@]1(O)C[C@H](COC(C)=O)[C@](CCCCN)(COC)OS1(=O)=O.C1CCOC1.C1CCOC1.C1CCOC1.C1CCOC1.C1CCOC1.C1CCOC1
Net charge: 0

The following is a DFT calculation (wB97M-V/def2-TZVPD) of C9H19N5OPdS4 as an isolated structure.

XYZ file:
```
39
Properties=species:S:1:pos:R:3:forces:R:3:mulliken_charge:R:1
H -5.604161 1.461326 -0.367196 0.0 0.0 0.0 0.31
H -1.137547 -2.523987 -2.138390 0.0 0.1 0.0 0.37
S -2.463970 2.885803 -0.665887 0.2 -0.2 0.0 -0.46
H -3.821145 1.285095 1.405473 0.0 0.0 0.0 0.30
H 0.909977 1.784975 -1.170608 0.0 -0.1 0.1 0.16
N -1.080390 1.905264 -2.757128 0.1 0.3 0.1 0.10
C -3.759457 0.208335 1.214640 0.1 0.0 0.1 -0.90
S 2.867598 -1.880358 0.553082 -0.2 0.1 -0.1 -0.47
N 0.194077 2.444983 -0.860922 0.0 -0.1 -0.1 -0.61
C 0.916726 -3.989987 -1.832868 0.0 0.0 0.0 -0.89
C 0.022794 -4.368112 0.438533 0.0 0.0 0.0 -0.83
H -4.369464 -0.340283 1.939945 0.0 0.0 0.0 0.35
H -0.251221 2.139007 -4.634342 0.0 0.0 0.0 0.33
C -3.360094 -0.166638 -1.158220 0.4 -0.1 0.4 0.83
H -5.804609 0.068683 -1.455389 0.0 0.0 0.0 0.34
H 0.990946 -5.035218 -2.162309 0.0 0.0 0.0 0.28
N -4.224103 -0.117916 -0.115318 -0.3 0.0 -0.3 0.07
H 0.174515 -5.452810 0.389205 0.0 0.0 0.0 0.29
H -2.719287 -0.097337 1.311105 0.0 0.0 0.0 0.17
O -2.112217 -2.775739 -0.365791 0.0 0.0 0.0 -0.62
H 0.892309 -3.895376 0.903235 0.0 0.0 0.0 0.21
Pd -1.259114 -0.022365 -0.991453 0.0 0.1 -0.1 -0.28
H 0.743858 -3.350137 -2.695651 0.0 0.0 0.0 0.27
H 0.916385 1.777800 -3.361282 0.0 0.0 0.0 0.22
N -0.172517 -3.838007 -0.893836 0.1 0.2 0.0 0.20
H -6.280906 -0.066878 0.251556 0.0 0.0 0.0 0.29
H 0.228268 3.410751 -3.480463 0.0 0.0 0.0 0.30
H -2.013768 2.043989 -3.111459 0.0 -0.1 0.0 0.25
N -3.160068 -0.328770 -2.323683 0.1 0.1 0.0 -0.69
C -1.187436 -2.973432 -1.135917 -0.2 -0.6 0.1 0.13
C -5.550761 0.366583 -0.440288 0.0 0.0 0.1 -0.99
H 1.859362 -3.681364 -1.373772 0.0 0.0 0.0 0.24
C 0.010478 2.339632 -3.594414 0.0 -0.1 0.0 -0.94
S 0.301262 -0.402278 1.022398 -0.2 -0.2 -0.4 -0.42
C -1.055203 2.105098 -1.380631 -0.4 0.7 -0.1 0.02
S 1.421338 -0.524960 -1.715962 -0.1 -0.3 0.1 -0.48
C 1.551673 -0.964340 -0.037945 0.2 0.1 0.1 -0.02
H -0.864525 -4.146898 1.025753 0.0 0.0 0.0 0.26
H 0.146996 2.433866 0.149301 0.0 0.0 0.0 0.31
```
Forces are in eV/Å.

ΔE to the lowest compared entry with this formula, charge and spin: 95.1 kJ/mol
Spin multiplicity: 1
Gap between HOMO and LUMO: 0.1929 hartree
Net charge: -2

Number 1: M 733.68 g mol⁻¹, energy -2441.47497 Eh, maximum force 0.8 eV/Å. Number 2: M 860.16 g mol⁻¹, energy -3191.78992 Eh, maximum force 9.7 eV/Å. Number 3: M 447.97 g mol⁻¹, energy -2424.01434 Eh, maximum force 0.8 eV/Å.